1.
Molecular formula: C2H31O14Pb
Method: DFT, wB97M-V/def2-TZVPD

```
48
Properties=species:S:1:pos:R:3
Pb -1.156 -0.130 -3.275
C 0.907 -0.577 0.429
C -0.399 0.196 0.212
O -1.194 -0.518 -0.686
H 0.716 -1.526 0.931
H 1.430 0.024 1.173
H 1.541 -0.725 -0.445
H -0.144 1.211 -0.094
H -0.978 0.320 1.127
O 3.410 -3.035 -0.812
H 2.575 -2.777 -0.421
H 3.579 -2.368 -1.478
O -2.813 -2.048 1.446
H -2.374 -1.406 0.889
H -2.117 -2.646 1.718
O -0.493 2.186 3.263
H -0.645 2.919 3.859
H -1.370 1.894 3.013
O 2.372 -0.965 3.077
H 1.531 -0.651 2.746
H 2.832 -0.173 3.355
O -0.645 -3.552 -0.579
H -0.472 -2.618 -0.697
H -0.786 -3.652 0.363
O -1.060 4.179 -0.681
H -0.144 4.455 -0.683
H -1.079 3.407 -1.247
O -3.279 1.629 -0.449
H -3.177 2.155 0.344
H -2.595 0.963 -0.386
O -3.452 -1.456 -2.855
H -3.470 -1.934 -2.026
H -4.017 -1.963 -3.437
O 2.138 2.313 -1.335
H 2.134 3.270 -1.311
H 2.124 2.049 -0.415
O -1.081 -3.905 2.178
H -0.194 -3.708 2.479
H -1.286 -4.751 2.574
O 2.363 2.504 1.562
H 1.645 2.632 2.181
H 3.155 2.659 2.077
O -0.274 2.149 -2.793
H -0.105 2.905 -3.355
H 0.519 2.060 -2.265
O 1.557 -0.387 -3.099
H 2.242 -1.051 -3.020
H 2.032 0.442 -3.153
```

Calculated values
lowest unoccupied orbital energy: -4.61 eV
HOMO-LUMO gap: 0.2901 Ha
charge: +1
energy: -36483.47914 eV
energy relative to the best compared isomer or geometry (same formula, charge and spin): 79.5 kJ/mol

Charges per atom according to Löwdin partitioning, unit e:
1. Pb 1.6973
2. C -0.0764
3. C -0.4038
4. O -0.4338
5. H 0.0720
6. H 0.0429
7. H 0.0629
8. H 0.0819
9. H 0.1033
10. O -0.0277
11. H 0.0073
12. H 0.0131
13. O -0.0528
14. H -0.0219
15. H -0.0400
16. O -0.0393
17. H 0.0472
18. H 0.0343
19. O -0.0441
20. H -0.0079
21. H 0.0344
22. O -0.0534
23. H -0.0277
24. H -0.0241
25. O -0.0349
26. H 0.0240
27. H -0.0185
28. O -0.0417
29. H 0.0376
30. H -0.0363
31. O -0.1433
32. H 0.0633
33. H 0.0694
34. O -0.0290
35. H 0.0629
36. H 0.0118
37. O -0.0212
38. H 0.0793
39. H 0.0914
40. O -0.0295
41. H 0.0250
42. H 0.0608
43. O -0.1804
44. H 0.0940
45. H -0.0087
46. O -0.1271
47. H 0.0624
48. H 0.0454

***

2.
Molecular formula: C2H33NO15
Method: DFT, wB97M-V/def2-TZVPD

```
51
Properties=species:S:1:pos:R:3
C -0.593 0.905 1.924
N 0.438 0.667 1.047
C 0.278 -0.338 0.014
O -1.618 0.252 1.837
H -0.267 1.442 2.819
H 1.238 1.273 1.028
H 1.170 -0.858 -0.319
H -0.276 0.173 -0.804
H -0.283 -1.226 0.306
H -2.484 2.914 0.363
H -2.696 1.836 1.556
O -2.570 2.765 1.312
H 2.317 1.630 -1.067
H 2.231 3.102 -1.296
O 2.042 2.271 -1.745
H 0.099 -4.418 -0.287
H -1.379 -4.382 -0.355
O -0.671 -4.434 0.303
H 0.708 4.322 1.587
H -0.341 3.293 1.092
O 0.468 3.388 1.616
H -0.245 -2.199 3.619
H 1.399 -1.879 3.562
O 0.555 -1.862 4.017
H 2.237 -1.849 -1.377
H 3.672 -1.858 -1.901
O 3.156 -1.942 -1.094
H -1.183 2.371 -1.432
H -1.524 3.635 -2.220
O -1.562 3.253 -1.338
H 3.217 -1.739 1.145
H 2.259 -0.683 1.649
O 2.897 -1.338 1.964
H -1.405 -0.490 -2.151
H -2.482 -1.333 -1.422
O -2.069 -1.217 -2.287
H 3.094 2.946 1.499
H 3.946 1.641 1.364
O 3.221 2.143 0.980
H -0.662 0.707 -4.334
H 0.750 0.917 -4.153
O -0.020 0.702 -3.608
H 0.446 -1.930 -3.367
H -0.249 -2.102 -1.853
O 0.509 -2.144 -2.435
H -3.441 0.266 0.497
H -4.318 0.385 -0.801
O -3.455 0.136 -0.458
H -2.154 -2.292 1.449
H -1.853 -3.735 1.711
O -2.547 -3.087 1.845
```

Calculated values
lowest unoccupied orbital energy: -0.16 eV
HOMO-LUMO gap: 0.3633 Ha
energy: -34812.54500 eV
energy relative to the best compared isomer or geometry (same formula, charge and spin): 0.0 kJ/mol

Charges per atom according to Löwdin partitioning, unit e:
1. C -0.3323
2. N 0.0079
3. C -0.0685
4. O -0.0185
5. H 0.1482
6. H 0.0673
7. H 0.0507
8. H 0.0777
9. H 0.0865
10. H -0.0005
11. H 0.0013
12. O -0.0568
13. H 0.0092
14. H 0.0297
15. O -0.0654
16. H 0.0542
17. H 0.0553
18. O -0.0536
19. H 0.0584
20. H 0.0164
21. O -0.0579
22. H 0.0171
23. H 0.0012
24. O -0.0538
25. H -0.0164
26. H 0.0486
27. O -0.0575
28. H 0.0317
29. H 0.0570
30. O -0.0395
31. H 0.0170
32. H -0.0002
33. O -0.0480
34. H 0.0067
35. H 0.0159
36. O -0.0880
37. H 0.0518
38. H 0.0609
39. O -0.0428
40. H 0.0574
41. H 0.0529
42. O -0.0542
43. H 0.0520
44. H -0.0008
45. O -0.0566
46. H 0.0271
47. H 0.0636
48. O -0.0442
49. H 0.0038
50. H -0.0108
51. O -0.0614

***

3.
Molecular formula: C2H34N2O15
Method: DFT, wB97M-V/def2-TZVPD

```
53
Properties=species:S:1:pos:R:3
N -0.025 1.584 -1.041
C 0.964 2.137 -0.115
C 1.073 1.215 1.093
N 0.071 1.388 2.030
O 1.934 0.361 1.323
H -0.919 2.073 -1.069
H 0.342 1.637 -1.969
H 1.964 2.286 -0.522
H 0.703 3.141 0.177
H -0.709 1.962 1.728
H -0.090 0.579 2.645
H -3.923 -0.837 -2.485
H -3.994 -1.381 -0.962
O -4.266 -0.703 -1.594
H 4.392 1.619 1.334
H 3.338 2.588 1.498
O 4.230 2.543 1.134
H 4.425 -0.480 -0.903
H 3.751 -1.406 0.085
O 4.526 -1.367 -0.494
H 2.707 -1.445 2.954
H 4.239 -1.105 2.500
O 3.443 -1.603 2.331
H -3.753 2.150 0.489
H -3.408 2.917 1.660
O -3.544 3.086 0.707
H -3.053 -3.312 -1.883
H -2.477 -2.517 -0.733
O -3.275 -3.022 -0.997
H 2.265 -2.995 -2.680
H 2.965 -1.921 -1.684
O 2.154 -2.308 -2.029
H 1.259 -1.135 1.272
H 1.722 -2.599 1.149
O 0.921 -2.049 1.109
H -1.147 4.432 -1.334
H -1.569 4.263 0.129
O -0.836 4.074 -0.492
H -0.835 -0.894 -1.114
H -0.445 -1.765 0.211
O -1.131 -1.442 -0.394
H 0.217 -1.605 4.237
H -0.569 -1.609 2.778
O -0.054 -1.159 3.441
H 0.216 -1.844 -2.527
H 0.937 -1.372 -3.717
O 0.072 -1.692 -3.465
H -2.852 0.492 2.970
H -3.030 -0.408 1.708
O -3.423 0.311 2.208
H -1.850 -0.189 -2.821
H -1.539 -0.673 -4.160
O -2.116 -0.001 -3.721
```

Calculated values
lowest unoccupied orbital energy: -0.15 eV
HOMO-LUMO gap: 0.3541 Ha
energy: -36319.02904 eV
energy relative to the best compared isomer or geometry (same formula, charge and spin): 417.5 kJ/mol

Charges per atom according to Löwdin partitioning, unit e:
1. N 0.0409
2. C -0.1936
3. C -0.4558
4. N 0.1912
5. O -0.0188
6. H 0.0687
7. H 0.0702
8. H 0.1180
9. H 0.0828
10. H 0.0937
11. H 0.0668
12. H 0.0076
13. H -0.0160
14. O -0.0841
15. H 0.0190
16. H 0.0185
17. O -0.0465
18. H 0.0673
19. H 0.0032
20. O -0.0567
21. H 0.0529
22. H 0.0478
23. O -0.0577
24. H 0.0457
25. H 0.0342
26. O -0.0772
27. H 0.0499
28. H -0.0062
29. O -0.0767
30. H 0.0548
31. H 0.0103
32. O -0.0413
33. H -0.0078
34. H 0.0683
35. O -0.0819
36. H 0.0713
37. H 0.0520
38. O -0.0827
39. H 0.0031
40. H -0.0005
41. O -0.0515
42. H 0.0599
43. H 0.0414
44. O -0.0401
45. H 0.0051
46. H 0.0411
47. O -0.0574
48. H 0.0402
49. H 0.0282
50. O -0.0419
51. H -0.0185
52. H 0.0348
53. O -0.0758

***

4.
Molecular formula: C2H38NO15
Method: DFT, wB97M-V/def2-TZVPD

```
56
Properties=species:S:1:pos:R:3
C -2.653 0.807 -3.563
N -1.755 1.265 -2.493
C -2.028 2.585 -1.873
H -3.641 1.218 -3.355
H -2.355 1.158 -4.545
H -2.834 -0.264 -3.554
H -0.755 1.263 -2.792
H -1.813 0.578 -1.723
H -2.036 3.379 -2.616
H -1.344 2.780 -1.058
H -3.066 2.489 -1.556
H 1.603 -3.112 3.003
H 0.979 -3.683 1.700
O 1.726 -3.160 2.046
H -3.679 0.960 1.799
H -4.621 1.814 0.930
O -4.260 0.927 1.020
H 3.252 0.606 1.553
H 1.744 0.240 1.355
O 2.590 -0.057 1.739
H 1.563 -1.954 -1.495
H 0.932 -1.501 -2.862
O 0.728 -1.762 -1.962
H 2.186 -1.105 3.302
H 1.549 0.135 3.680
O 1.534 -0.792 3.920
H 1.275 3.081 0.217
H 2.712 3.182 -0.107
O 1.944 3.757 0.027
H -1.857 -1.215 -0.378
H -3.162 -0.447 0.168
O -2.339 -0.385 -0.333
H 1.272 1.035 -1.631
H 1.612 1.779 -2.987
O 0.936 1.312 -2.489
H 3.469 -0.667 -1.477
H 4.330 -1.524 -2.298
O 3.730 -0.776 -2.402
H -1.631 -0.311 2.281
H -1.939 0.107 3.666
O -2.062 0.418 2.758
H 0.010 2.465 3.483
H 0.658 3.696 2.907
O 0.285 2.847 2.643
H 2.620 -2.127 0.689
H 3.032 -3.204 -0.394
O 2.868 -2.271 -0.236
H -0.208 -5.034 0.050
H -1.349 -4.037 0.296
O -0.398 -4.094 0.144
H 0.261 -1.955 1.507
H -0.015 -2.082 0.035
O -0.108 -1.443 0.764
H -0.067 0.314 0.597
H 0.154 1.599 1.371
O 0.421 1.168 0.529
```

Calculated values
lowest unoccupied orbital energy: -2.53 eV
HOMO-LUMO gap: 0.4037 Ha
charge: +1
energy: -34889.45811 eV
energy relative to the best compared isomer or geometry (same formula, charge and spin): 0.0 kJ/mol

Charges per atom according to Löwdin partitioning, unit e:
1. C -0.0094
2. N -0.0733
3. C 0.0045
4. H 0.0976
5. H 0.1023
6. H 0.1012
7. H 0.1092
8. H 0.0978
9. H 0.1052
10. H 0.0923
11. H 0.0931
12. H 0.0718
13. H 0.0410
14. O -0.0508
15. H 0.0145
16. H 0.0534
17. O -0.0590
18. H 0.0671
19. H 0.0093
20. O -0.0530
21. H -0.0070
22. H 0.0414
23. O -0.0687
24. H -0.0122
25. H 0.0157
26. O -0.0611
27. H -0.0145
28. H 0.0378
29. O -0.0556
30. H 0.0406
31. H 0.0401
32. O -0.0469
33. H 0.0369
34. H 0.0821
35. O -0.0303
36. H 0.0035
37. H 0.0417
38. O -0.0661
39. H 0.0308
40. H 0.0714
41. O -0.0374
42. H 0.0574
43. H 0.0756
44. O -0.0353
45. H 0.0120
46. H 0.0765
47. O -0.0619
48. H 0.0767
49. H 0.0721
50. O -0.0321
51. H 0.0390
52. H 0.0132
53. O -0.0810
54. H 0.0146
55. H 0.0165
56. O -0.1002

***

5.
Molecular formula: C2H38NO22Sn
Method: DFT, wB97M-V/def2-TZVPD

```
64
Properties=species:S:1:pos:R:3
Sn -0.375 -0.434 -0.149
O 5.834 0.225 -1.401
C 5.238 0.072 -0.142
C 3.584 0.182 0.038
O 2.823 -0.473 -1.063
H 5.650 0.627 0.701
H 5.581 -0.855 0.316
H 3.286 1.197 0.302
H 3.351 -0.304 0.985
N -2.141 1.590 -3.200
O -1.682 1.161 -4.291
O -2.185 2.827 -3.044
O -2.526 0.848 -2.310
O -0.069 -1.761 2.632
H -0.056 -2.642 3.008
H 0.208 -1.190 3.349
O 2.673 -1.477 -4.113
H 2.619 -1.312 -5.055
H 1.858 -1.932 -3.902
O -2.256 0.280 3.991
H -2.262 0.061 4.923
H -1.994 -0.531 3.556
O 1.401 -3.118 -0.532
H 1.311 -3.669 -1.309
H 2.057 -2.465 -0.775
O -1.995 -1.758 -4.508
H -1.582 -2.503 -4.946
H -2.111 -1.107 -5.200
O -3.869 -1.625 -1.624
H -3.604 -0.793 -2.016
H -4.823 -1.631 -1.697
O -2.946 0.261 1.094
H -3.625 0.525 0.473
H -3.298 0.502 1.951
O -5.261 0.933 -0.825
H -4.757 1.718 -0.610
H -4.977 0.700 -1.708
O 1.122 4.219 0.880
H 1.415 5.040 0.484
H 0.743 4.479 1.719
O 2.417 1.944 3.364
H 2.496 2.510 2.596
H 3.255 2.037 3.817
O 0.165 1.836 1.606
H 0.144 2.723 1.248
H 1.044 1.746 1.973
O -2.018 -3.231 -0.431
H -1.664 -4.084 -0.685
H -2.926 -3.248 -0.735
O 0.894 -0.347 4.520
H 1.303 0.459 4.202
H 0.676 -0.161 5.433
O 1.574 -4.484 1.730
H 1.382 -3.870 1.020
H 1.728 -5.319 1.289
O -0.006 -0.750 -2.938
H -0.784 -1.205 -3.261
H 0.179 -0.088 -3.604
O -2.004 3.568 1.898
H -1.462 2.785 1.993
H -1.790 4.103 2.663
O 0.670 2.231 -1.149
H 1.096 2.935 -0.660
H 1.270 2.042 -1.870
```

Calculated values
lowest unoccupied orbital energy: 1.41 eV
HOMO-LUMO gap: 0.1101 Ha
charge: -1
energy: -55049.75312 eV

Charges per atom according to Löwdin partitioning, unit e:
1. Sn 1.6504
2. O -0.4120
3. C -0.4915
4. C -0.3343
5. O -0.3457
6. H 0.0286
7. H 0.0405
8. H 0.0320
9. H 0.0452
10. N -0.6013
11. O -0.0569
12. O -0.0247
13. O -0.1042
14. O -0.1116
15. H 0.0436
16. H -0.0494
17. O -0.0421
18. H 0.0203
19. H -0.0056
20. O -0.0428
21. H 0.0354
22. H 0.0135
23. O -0.0891
24. H 0.0586
25. H 0.0112
26. O -0.0380
27. H 0.0504
28. H 0.0443
29. O -0.0517
30. H -0.0128
31. H 0.0444
32. O -0.1298
33. H -0.0027
34. H 0.0245
35. O -0.0454
36. H 0.0438
37. H 0.0184
38. O -0.0292
39. H 0.0803
40. H 0.0569
41. O -0.0382
42. H 0.0340
43. H 0.0694
44. O -0.1256
45. H -0.0120
46. H 0.0107
47. O -0.0965
48. H 0.0337
49. H 0.0079
50. O -0.0187
51. H 0.0227
52. H 0.0675
53. O -0.0754
54. H -0.0403
55. H 0.0194
56. O -0.1492
57. H -0.0166
58. H 0.0443
59. O -0.0401
60. H -0.0149
61. H 0.0314
62. O -0.0942
63. H 0.0009
64. H 0.0583

***

6.
Molecular formula: C2H38O19
Method: DFT, wB97M-V/def2-TZVPD

```
59
Properties=species:S:1:pos:R:3
O -0.860 -1.519 0.416
C 0.024 -0.550 -0.111
C -0.180 0.818 0.467
O 0.777 1.718 -0.082
H -0.215 -0.505 -1.153
H 1.059 -0.820 -0.039
H 0.010 0.611 1.469
H -1.179 1.289 0.292
O -0.515 -3.396 -1.543
H -1.302 -3.671 -2.029
H -0.750 -2.629 -0.976
O -2.148 -0.596 2.576
H -2.403 0.335 2.440
H -1.654 -0.795 1.776
O -3.934 1.603 -0.961
H -3.525 0.737 -0.956
H -3.374 2.249 -1.403
O 3.341 -2.048 -0.795
H 2.853 -2.315 -1.574
H 2.774 -2.181 -0.076
O -2.792 2.070 2.334
H -3.693 1.998 2.007
H -2.179 2.390 1.672
O 1.447 0.330 -3.307
H 1.884 -0.020 -2.535
H 0.684 0.835 -3.021
O 1.114 -2.879 1.561
H 0.382 -2.391 1.117
H 1.423 -3.553 0.969
O -0.686 3.796 0.791
H -0.241 3.083 0.363
H -0.095 4.173 1.410
O 1.712 -2.739 -2.838
H 1.075 -2.979 -2.223
H 1.049 -2.534 -3.493
O 0.145 -1.050 3.627
H 0.691 -0.285 3.798
H -0.653 -0.654 3.242
O -0.707 1.652 -2.422
H -0.403 1.466 -1.513
H -1.139 0.835 -2.739
O -2.706 -3.412 1.143
H -2.251 -4.196 0.826
H -2.276 -2.706 0.685
O 2.035 2.736 1.969
H 1.556 2.302 1.245
H 1.374 2.943 2.572
O 1.994 3.789 -1.565
H 1.681 3.016 -1.073
H 2.940 3.742 -1.543
O 2.930 0.736 -1.005
H 3.150 -0.118 -0.535
H 2.133 1.094 -0.691
O 2.408 -0.019 2.016
H 1.772 0.136 1.289
H 2.495 0.794 2.496
O -2.718 -0.960 -1.381
H -1.950 -1.033 -0.768
H -2.384 -0.718 -2.217
```

Calculated values
lowest unoccupied orbital energy: 4.66 eV
HOMO-LUMO gap: 0.2963 Ha
charge: -2
energy: -41595.27874 eV
energy relative to the best compared isomer or geometry (same formula, charge and spin): 35.4 kJ/mol

Charges per atom according to Löwdin partitioning, unit e:
1. O -0.3626
2. C -0.3076
3. C -0.2998
4. O -0.3766
5. H 0.0836
6. H 0.0871
7. H 0.0827
8. H 0.1162
9. O -0.0578
10. H 0.0582
11. H 0.0048
12. O -0.0674
13. H 0.0027
14. H -0.0168
15. O -0.0713
16. H -0.0227
17. H 0.0257
18. O -0.0284
19. H -0.0098
20. H -0.0214
21. O -0.0485
22. H 0.0533
23. H 0.0011
24. O -0.0756
25. H -0.0154
26. H -0.0428
27. O -0.0682
28. H -0.0107
29. H 0.0071
30. O -0.0256
31. H -0.0375
32. H 0.0113
33. O -0.0395
34. H -0.0520
35. H 0.0479
36. O -0.0761
37. H 0.0010
38. H -0.0389
39. O -0.0534
40. H 0.0061
41. H 0.0449
42. O -0.0517
43. H 0.0216
44. H -0.0373
45. O -0.0422
46. H -0.0240
47. H -0.0065
48. O -0.0595
49. H -0.0120
50. H 0.0138
51. O -0.0791
52. H 0.0337
53. H -0.0802
54. O -0.0441
55. H -0.0041
56. H 0.0039
57. O -0.0417
58. H -0.0040
59. H 0.0063